{
  "formula": "C22H37LaO2Si",
  "method": "ωB97M-V with the def2-TZVPD basis set",
  "e_tot_ha": -1331.85024,
  "homo_ha": [-0.1232, -0.1255],
  "gap_ev": [3.07, 3.10],
  "charge": 0,
  "multiplicity": 1,
  "species": ["O", "C", "C", "H", "H", "C", "H", "H", "C", "H", "H", "H", "C", "H", "H", "H", "La", "C", "C", "C", "H", "C", "C", "H", "H", "H", "H", "C", "C", "C", "H", "C", "C", "H", "H", "H", "H", "O", "C", "C", "H", "H", "C", "H", "H", "C", "H", "H", "H", "H", "C", "Si", "C", "C", "H", "H", "H", "H", "H", "H", "H", "H", "H"],
  "xyz": [[-0.305, 0.047, -0.762], [0.704, -0.463, -1.754], [0.214, 0.437, -2.862], [0.558, -1.533, -1.918], [1.702, -0.239, -1.373], [-0.911, 0.828, -1.898], [-0.039, -0.104, -3.786], [0.921, 1.244, -3.082], [-2.256, 0.220, -2.251], [-2.183, -0.875, -2.241], [-2.648, 0.549, -3.235], [-2.980, 0.506, -1.477], [-1.016, 2.299, -1.531], [-0.027, 2.736, -1.353], [-1.592, 2.414, -0.601], [-1.536, 2.890, -2.308], [-0.031, -0.363, 1.439], [0.779, 1.639, 3.078], [1.823, 0.665, 3.001], [2.375, 0.715, 1.691], [2.042, -0.121, 3.718], [1.668, 1.715, 0.955], [0.683, 2.290, 1.816], [0.045, 3.135, 1.604], [0.191, 1.910, 3.949], [3.080, -0.007, 1.289], [1.883, 2.051, -0.054], [-1.824, -0.489, 3.387], [-2.204, 0.698, 2.715], [-2.642, 0.353, 1.415], [-2.229, 1.703, 3.153], [-2.546, -1.068, 1.284], [-2.061, -1.595, 2.519], [-1.697, -2.610, 2.701], [-1.416, -0.530, 4.400], [-3.076, 1.051, 0.690], [-2.753, -1.626, 0.364], [0.516, -1.611, -5.827], [0.041, -0.533, -6.687], [0.221, -0.942, -8.162], [0.647, 0.375, -6.475], [-1.009, -0.295, -6.412], [1.421, -1.873, -8.085], [0.383, -0.062, -8.812], [-0.664, -1.488, -8.500], [1.204, -2.560, -6.722], [2.347, -1.297, -8.056], [1.469, -2.600, -8.917], [2.144, -2.887, -6.232], [0.571, -3.463, -6.864], [1.363, -1.759, 6.022], [0.638, -0.056, 5.828], [-0.941, 0.174, 6.800], [1.853, 1.310, 6.200], [0.635, -2.539, 5.749], [1.590, -1.817, 7.097], [2.282, -1.894, 5.434], [-0.597, 0.132, 7.844], [-1.410, 1.147, 6.594], [-1.662, -0.632, 6.604], [2.062, 1.199, 7.273], [2.779, 1.203, 5.621], [1.420, 2.300, 5.999]],
  "atomic_forces_ev_per_a": [[0.1, 0.3, -4.2], [0.3, -0.2, 0.9], [0.3, -0.1, -0.1], [0.1, 0.1, 0.1], [0.0, -0.2, 0.0], [-0.9, 0.7, -0.4], [-0.1, 0.3, 0.4], [-0.3, -0.1, 0.0], [-0.4, -0.1, 0.2], [0.0, 0.2, -0.2], [0.4, -0.1, 0.5], [0.0, -0.1, -0.2], [0.0, 0.2, 0.2], [-0.2, -0.1, -0.1], [0.1, -0.1, -0.2], [0.3, -0.4, 0.2], [0.8, -0.1, 2.6], [0.8, 0.2, -0.6], [0.3, 0.8, -0.5], [-0.4, 0.6, 0.0], [0.0, 0.6, 0.0], [0.2, 0.4, 0.4], [1.1, -0.6, 0.1], [-0.1, -0.1, -0.1], [0.1, -0.4, -0.2], [0.2, 0.3, 0.0], [0.0, -0.2, 0.1], [-1.0, -0.1, 0.3], [-0.4, -0.1, 0.3], [-0.3, -0.2, -0.2], [0.1, -0.6, -0.3], [-0.7, -0.2, 0.2], [-0.3, 0.5, -0.3], [-0.4, 0.2, 0.0], [-0.1, 0.0, -0.6], [0.3, -0.4, 0.3], [-0.1, 0.1, 0.5], [0.3, -0.1, -2.0], [-0.1, 0.6, 0.5], [-0.2, 0.3, 0.4], [-0.2, -0.4, 0.0], [0.6, -0.2, -0.2], [0.1, -0.3, 0.4], [-0.1, -0.5, 0.3], [0.1, 0.1, -0.1], [-0.1, -0.4, 0.4], [0.0, 0.0, -0.1], [0.0, 0.3, 0.4], [-0.5, 0.3, -0.3], [0.2, 0.5, 0.2], [0.3, -0.2, 1.2], [-1.0, -0.4, -3.1], [0.3, -0.1, 0.8], [0.2, -0.1, 0.6], [0.3, 0.3, 0.1], [0.4, -0.8, 0.1], [-0.3, 0.1, 0.2], [-0.7, 0.1, 0.3], [0.1, -0.3, 0.1], [0.2, 0.2, 0.2], [0.4, 0.4, 0.0], [-0.2, 0.1, 0.2], [0.1, -0.3, 0.2]]
}